Record 1
51
Properties=species:S:1:pos:R:3 method="wB97M-V/def2-TZVPD" charge=+2 homo_energy_ev="-14.60 / -14.61" lumo_energy_ha="-0.283 / -0.278" gap_ev="6.9 / 7.0" spin_multiplicity=4
Er -0.29 -0.03 0.16
Cl -2.47 -0.95 0.72
P 2.32 -0.08 -0.47
C 3.40 1.06 0.43
C 4.51 1.66 -0.18
C 5.36 2.48 0.58
C 5.07 2.75 1.93
C 3.93 2.21 2.52
C 3.09 1.37 1.78
C 2.58 -1.77 0.30
C 1.73 -2.82 -0.09
C 1.89 -4.09 0.47
C 2.89 -4.32 1.42
C 3.73 -3.26 1.81
C 3.58 -1.99 1.25
C 2.81 -0.29 -2.20
C 1.86 -0.08 -3.23
C 2.19 -0.32 -4.56
C 3.48 -0.74 -4.90
C 4.43 -0.97 -3.89
C 4.09 -0.77 -2.54
H 0.93 -2.66 -0.84
H 1.21 -4.89 0.19
H 3.02 -5.31 1.87
H 4.49 -3.42 2.56
H 4.24 -1.17 1.56
H 4.73 1.49 -1.24
H 6.23 2.94 0.11
H 5.72 3.42 2.50
H 3.67 2.45 3.55
H 2.20 0.94 2.25
H 0.85 0.28 -2.97
H 1.43 -0.18 -5.34
H 3.74 -0.92 -5.95
H 5.42 -1.31 -4.15
H 4.83 -0.98 -1.75
H 5.97 5.71 -3.01
H 5.80 5.45 -3.69
N -0.78 1.72 -1.07
C -1.72 2.44 -1.07
C -2.97 3.04 -0.84
C -3.67 2.63 0.32
C -4.99 3.05 0.52
C -5.60 3.90 -0.41
C -4.90 4.33 -1.55
C -3.58 3.91 -1.77
H -3.20 1.97 1.04
H -5.53 2.71 1.40
H -6.64 4.22 -0.25
H -5.39 4.98 -2.27
H -3.04 4.22 -2.66

---

Record 2
81
Properties=species:S:1:pos:R:3 method="wB97M-V/def2-TZVPD" charge=+1 homo_energy_ev=-8.10 lumo_energy_ha=-0.158 gap_ev=3.8
C 2.26 1.93 -0.49
C 1.76 2.20 -1.90
C 2.18 3.55 -2.44
N 0.30 2.25 -1.96
N -0.28 3.42 -2.14
N -1.62 3.19 -2.02
C -2.38 4.47 -1.80
C -2.03 5.32 -3.00
C -1.91 5.08 -0.49
C -1.87 1.88 -1.79
C -3.29 1.36 -1.76
C -3.36 -0.17 -1.81
C -4.06 1.88 -2.98
C -3.98 1.81 -0.48
C -0.62 1.23 -1.72
C -0.24 -0.07 -1.45
H 3.35 1.96 -0.48
H 1.90 2.71 0.19
H 1.93 0.96 -0.12
H 2.04 1.37 -2.55
H 3.26 3.65 -2.38
H 1.85 3.64 -3.48
H 1.72 4.37 -1.88
H -3.44 4.21 -1.77
H -2.38 6.34 -2.89
H -0.94 5.33 -3.12
H -2.46 4.89 -3.91
H -2.29 6.10 -0.38
H -2.24 4.48 0.37
H -0.81 5.13 -0.48
H -2.91 -0.61 -0.91
H -4.42 -0.45 -1.85
H -2.85 -0.54 -2.70
H -4.10 2.98 -3.04
H -3.60 1.51 -3.91
H -5.09 1.50 -2.92
H -4.02 2.91 -0.37
H -5.01 1.42 -0.48
H -3.45 1.41 0.39
H -0.99 -0.84 -1.44
H 0.82 -0.30 -1.40
C 1.57 -7.46 -1.64
N 0.83 -7.16 -0.43
C 0.40 -8.31 0.35
C 0.57 -5.86 -0.06
C -0.76 -5.47 0.24
C -1.05 -4.17 0.59
C -0.01 -3.22 0.80
C -0.34 -1.90 1.20
C 0.48 -1.05 1.99
C 0.25 0.37 1.98
C 1.07 1.22 2.70
C 2.07 0.70 3.56
N 2.88 1.56 4.26
C 3.20 1.34 5.65
C 3.52 2.70 3.62
C 2.21 -0.71 3.69
C 1.49 -1.55 2.87
C 1.34 -3.63 0.54
C 1.61 -4.89 0.03
H 1.39 -6.69 -2.40
H 2.66 -7.52 -1.46
H 1.23 -8.44 -2.02
H -0.42 -8.03 1.02
H 0.09 -9.11 -0.33
H 1.23 -8.69 0.97
H -1.56 -6.21 0.13
H -2.09 -3.85 0.72
H -1.32 -1.51 0.91
H -0.58 0.77 1.39
H 0.91 2.30 2.66
H 2.36 0.86 6.17
H 4.09 0.70 5.77
H 3.41 2.31 6.12
H 3.01 2.97 2.69
H 3.51 3.55 4.32
H 4.58 2.47 3.38
H 2.94 -1.12 4.40
H 1.67 -2.63 2.90
H 2.16 -2.94 0.72
H 2.63 -5.16 -0.25

---

Record 3
17
Properties=species:S:1:pos:R:3 method="wB97M-V/def2-TZVPD" charge=+1 homo_energy_ev="-11.43 / -11.94" lumo_energy_ha="-0.175 / -0.175" gap_ev="6.7 / 7.2" spin_multiplicity=2
O 1.23 0.46 -0.63
Tl 0.47 2.61 -1.22
C 2.22 0.07 0.11
C 1.81 -0.65 1.36
H 1.65 -1.69 1.04
H 3.07 -0.36 -0.44
H 1.96 0.61 1.60
H 2.67 -0.85 2.02
C -0.71 -0.89 1.35
C -0.92 -0.04 0.29
O -2.11 0.16 -0.32
C -2.14 0.76 -1.52
O -1.51 1.75 -1.79
O -3.05 0.19 -2.26
H -0.73 -0.45 2.35
H -1.09 -1.91 1.24
H -2.81 0.24 -3.19

---

Record 4
33
Properties=species:S:1:pos:R:3 method="wB97M-V/def2-TZVPD" charge=+2 homo_energy_ev="-16.58 / -16.26" lumo_energy_ha="-0.398 / -0.422" gap_ev="5.7 / 4.8"
Nb -0.13 0.22 0.29
N 2.90 0.31 2.43
C 1.68 -0.01 2.96
N 1.23 -0.37 4.21
N -0.08 -0.74 4.00
N -0.38 -0.52 2.73
N 0.66 -0.11 2.03
C 3.07 0.50 1.07
N 4.22 0.92 0.57
N 3.96 1.18 -0.75
N 2.67 0.91 -1.05
N 2.06 0.46 0.13
H 3.71 0.33 3.05
C 0.62 0.18 -3.07
O -0.01 -0.35 -1.85
C -1.03 -1.35 -2.17
C -2.27 -1.14 -1.35
O -1.85 -0.93 0.08
C -2.85 -1.15 1.15
H 1.30 0.99 -2.80
H -0.18 0.53 -3.72
H 1.22 -0.63 -3.47
H -0.61 -2.34 -1.98
H -1.29 -1.26 -3.26
H -2.89 -2.02 -1.32
H -2.82 -0.23 -1.64
H -3.65 -1.77 0.69
H -3.12 -0.17 1.54
H -2.33 -1.72 1.90
F -0.38 2.92 -1.21
C -0.85 2.21 -0.10
F -2.17 2.43 0.07
H -0.43 2.71 0.85

---

Maximum force (eV/A)
3.20 3.20 6.97 3.63